No. 1
{"formula": "C40H70N10", "method": "ωB97M-V/def2-TZVPD", "gap_ha": 0.3884, "relative_energy_kcal_mol": 40.5, "total_charge": 0, "largest_force_ev_per_a": 1.121, "e_tot_ha": -2113.596194, "lumo_energy_ev": -0.11, "symbols": ["C", "H", "C", "N", "H", "C", "H", "H", "C", "C", "H", "N", "C", "C", "H", "H", "H", "C", "H", "N", "C", "H", "H", "C", "C", "H", "C", "H", "H", "H", "C", "H", "C", "C", "C", "C", "H", "H", "H", "H", "H", "H", "H", "C", "H", "C", "N", "C", "H", "H", "H", "H", "H", "H", "H", "C", "C", "N", "H", "H", "H", "C", "H", "C", "H", "H", "H", "H", "H", "N", "H", "H", "C", "H", "H", "H", "C", "H", "H", "C", "H", "H", "C", "H", "N", "H", "H", "H", "C", "H", "C", "H", "H", "H", "H", "C", "H", "C", "C", "N", "H", "H", "C", "C", "C", "H", "C", "N", "H", "H", "H", "H", "H", "N", "C", "H", "H", "C", "H", "C"], "xyz": [[2.112, 1.264, 2.717], [5.873, -0.770, -1.238], [2.032, -4.505, 0.303], [-0.305, -8.648, 4.570], [-3.181, -8.433, 3.235], [0.780, 1.889, -5.622], [-0.231, -3.712, 6.603], [-2.336, -5.847, 4.660], [-0.353, -0.928, 1.030], [1.804, -7.022, 0.215], [-1.204, 3.164, 4.325], [-0.747, 0.437, -8.526], [2.212, 4.080, -1.690], [3.951, 0.198, -0.789], [-3.046, 1.333, -0.517], [2.871, -7.010, -0.033], [-0.263, 5.197, -1.031], [-2.214, -5.975, 2.460], [-4.788, 1.627, -0.582], [1.781, 3.026, -1.554], [-4.223, -0.359, -1.241], [3.517, 2.001, 0.240], [3.037, 2.921, 3.529], [2.838, 5.383, -1.870], [-3.441, 7.651, -1.005], [1.147, 6.795, -1.948], [2.038, 2.648, 3.182], [-3.345, -8.136, 4.961], [-0.462, 1.358, -1.632], [-0.849, 1.700, -4.258], [-2.322, 5.535, -0.422], [-4.565, -0.770, -0.290], [-1.111, 4.612, -0.672], [0.588, -3.369, 3.256], [-0.246, -3.171, 4.520], [4.408, 1.500, -0.133], [-0.529, 3.847, 2.854], [-3.332, -0.919, -1.518], [-1.358, 3.946, -1.502], [5.060, 1.249, 0.707], [3.022, 0.388, -1.335], [-2.639, 1.225, -6.166], [1.121, -4.322, 3.252], [-1.384, -8.338, 4.335], [3.726, 5.187, -2.484], [1.808, -7.346, 1.655], [2.185, 0.175, 2.354], [0.932, -5.095, 5.567], [0.845, -5.619, -1.100], [3.519, 7.159, -3.847], [-0.032, -3.336, 2.361], [-3.925, 1.634, -2.053], [-1.190, -3.712, 4.465], [-2.823, -5.221, 1.962], [1.856, 3.290, 2.315], [-1.574, 0.985, -6.110], [-5.343, -0.644, -2.253], [5.752, 3.106, -1.680], [0.213, -5.624, 0.533], [1.322, -7.831, -0.329], [-6.268, -0.204, -1.880], [0.470, -3.720, 5.767], [-0.740, 2.078, 3.088], [-0.437, 3.020, 3.556], [-0.434, -2.111, 4.690], [-3.842, -6.075, 3.863], [1.352, -2.593, 3.158], [3.175, 8.163, -2.420], [0.475, 0.967, 0.544], [-4.313, 8.359, -0.764], [-0.498, -0.649, 2.077], [4.520, -1.305, -2.268], [1.950, 6.405, -2.578], [-1.407, 7.339, -1.210], [-2.305, 5.904, 0.602], [0.584, -1.462, 0.909], [1.137, -5.672, -0.048], [-2.130, -6.844, 1.804], [0.871, 1.982, 4.859], [5.161, 2.392, -1.003], [0.292, -0.233, -1.595], [1.089, 0.861, -5.804], [-1.106, 0.671, -7.459], [3.268, 5.731, -0.928], [1.333, -6.160, 5.427], [-1.476, -0.110, -1.556], [-0.862, 4.005, 0.194], [-1.601, 0.029, -5.571], [-2.327, 6.764, -1.342], [1.014, 2.478, -6.512], [-0.722, 1.975, -5.308], [2.921, -4.489, -0.338], [-5.491, -1.716, -2.386], [-1.208, -5.557, 2.522], [1.160, 3.657, 4.917], [-0.432, 0.412, 0.292], [-1.076, 2.999, -5.428], [-1.483, -1.803, 0.716], [-2.757, -7.884, 4.076], [1.822, -7.603, 2.776], [2.072, 8.131, -3.841], [5.225, 0.236, -2.517], [2.730, 7.547, -3.201], [-5.026, -0.086, -3.566], [4.944, -0.463, -1.719], [1.561, -3.527, 0.208], [0.918, 2.863, 4.210], [-2.382, -2.473, 0.477], [2.428, -4.610, 1.318], [1.357, 2.340, -4.815], [3.666, -0.497, 0.004], [-3.215, 4.954, -0.653], [-2.425, 6.509, -2.398], [-4.780, 0.371, -4.588], [-0.550, 0.355, -1.218], [1.361, -3.141, 6.017], [1.413, 5.865, -3.368], [-2.789, -6.374, 3.818], [-1.220, 1.029, 0.739], [-3.951, 1.126, -1.083]]}

No. 2
{"formula": "C7H12N2", "method": "ωB97M-V/def2-TZVPD", "gap_ha": [0.2230, 0.2230], "relative_energy_kcal_mol": 119.4, "total_charge": 2, "largest_force_ev_per_a": 4.398, "e_tot_ha": -382.529935, "lumo_energy_ev": [-11.56, -11.56], "symbols": ["H", "H", "C", "H", "H", "N", "H", "C", "H", "H", "C", "H", "C", "C", "H", "C", "N", "H", "C", "H", "H"], "xyz": [[0.312, -2.327, -0.551], [-3.449, 1.218, -0.654], [0.947, 2.853, -0.496], [3.154, -1.741, 0.723], [-3.239, -1.841, -0.961], [0.769, 0.593, 0.359], [2.406, -3.298, 0.303], [2.366, -2.171, 0.053], [0.734, 2.199, 1.518], [1.879, 3.499, -0.506], [-2.919, -0.944, -0.446], [-3.755, 0.414, 1.001], [0.865, -1.861, 0.360], [0.492, -0.547, 0.391], [2.468, -2.045, -1.017], [-3.256, 0.512, 0.066], [-1.934, -0.230, -0.152], [0.518, -2.335, 1.342], [0.857, 1.860, 0.513], [0.618, 2.456, -1.579], [0.166, 3.737, -0.264]]}

No. 3
{"formula": "C40H54CsGeN4O10P3S", "method": "ωB97M-V/def2-TZVPD", "gap_ha": [0.2017, 0.2320], "relative_energy_kcal_mol": 10.5, "total_charge": -1, "largest_force_ev_per_a": 0.683, "multiplicity": 2, "e_tot_ha": -6047.725282, "lumo_energy_ev": [1.78, 1.78], "symbols": ["H", "O", "H", "C", "C", "H", "H", "C", "H", "H", "P", "P", "H", "O", "Ge", "C", "C", "H", "H", "H", "C", "C", "O", "C", "H", "H", "N", "C", "O", "C", "O", "C", "C", "O", "H", "H", "C", "C", "H", "C", "H", "N", "O", "H", "H", "H", "H", "C", "C", "N", "H", "O", "H", "C", "C", "H", "N", "H", "C", "Cs", "H", "P", "C", "H", "H", "H", "H", "H", "H", "C", "H", "H", "H", "H", "O", "H", "C", "C", "C", "H", "C", "C", "H", "H", "H", "C", "C", "C", "H", "C", "C", "H", "O", "H", "H", "C", "H", "H", "C", "H", "C", "C", "C", "H", "S", "C", "C", "H", "H", "H", "H", "C", "H", "H"], "xyz": [[0.094, 3.108, 4.557], [3.032, -1.999, 2.174], [2.181, 4.719, -4.679], [-0.525, 1.449, 5.783], [0.027, 0.299, -7.568], [-1.591, -0.799, 4.221], [-2.867, 2.388, 4.596], [0.472, -3.655, 2.735], [-1.423, 1.060, 6.271], [-1.407, 1.110, -6.197], [2.486, 1.080, 2.947], [4.008, -1.062, 1.297], [-5.769, 1.788, -3.840], [-1.942, 0.992, -0.560], [-2.279, -0.096, 3.010], [-0.929, -3.976, 0.962], [-2.927, 0.040, -3.268], [-6.494, -1.063, 4.664], [-4.004, 0.472, 5.522], [-2.831, 3.199, -0.694], [1.952, -0.747, -6.583], [-4.506, -0.296, 4.921], [2.749, 1.661, 4.432], [-3.634, 2.512, -0.471], [5.406, 2.042, 1.699], [3.200, -3.563, 3.126], [-3.208, 1.230, -0.375], [-5.995, -0.288, 5.254], [4.149, -5.301, 5.617], [-1.680, 1.794, 2.857], [1.530, -0.070, 3.074], [0.814, 2.572, -1.788], [-4.214, -0.080, 3.438], [2.303, -6.520, 3.777], [-6.915, 2.084, 0.128], [-2.213, 2.180, 1.985], [1.234, -0.367, -7.710], [-0.458, 0.596, -6.300], [1.606, 4.051, -0.476], [-1.996, 1.027, -3.567], [1.612, -0.599, -8.698], [3.212, -4.461, 3.607], [3.291, -0.522, 0.097], [-0.544, 0.586, -8.442], [5.355, 1.232, 4.018], [4.762, 1.096, 0.464], [-0.201, 0.678, 5.080], [0.633, 2.138, -3.104], [-5.867, 1.853, -0.021], [4.592, 1.526, 1.377], [0.238, 1.575, 6.557], [2.219, 2.226, 2.012], [2.890, -1.278, -6.688], [-4.710, 1.572, -3.779], [1.477, 3.758, -1.511], [-6.115, -0.248, 0.302], [-0.527, -3.210, 1.976], [-4.701, -0.850, 2.834], [-3.781, 2.560, -4.079], [0.360, -0.361, 0.286], [-0.754, -5.807, -0.138], [-0.254, 0.592, -3.464], [1.145, 2.931, -4.128], [6.114, -0.091, 3.056], [-7.333, -0.498, 6.967], [-5.791, 0.276, 7.337], [-4.621, 0.880, 3.103], [2.480, 5.472, -2.331], [3.738, 2.148, 1.311], [-2.424, 2.291, -3.967], [0.455, 2.014, -0.938], [-1.716, -3.567, 0.337], [-1.040, 3.532, 5.827], [-4.111, 3.547, -4.379], [5.356, -1.668, 1.211], [-0.619, 1.824, 2.590], [4.406, -4.898, 4.293], [-1.956, 2.700, 4.071], [1.469, -0.454, -5.319], [-4.072, -1.249, 5.245], [-4.946, 2.864, -0.303], [-4.076, 0.188, -0.105], [0.779, -3.003, 3.548], [-4.999, -0.445, -3.087], [-5.860, -1.463, 7.071], [-4.283, 0.317, -3.367], [0.634, -5.693, 1.506], [1.965, 4.544, -2.547], [4.821, -0.432, 4.200], [1.798, 4.125, -3.859], [-0.809, 2.769, 5.076], [4.857, -5.722, 3.730], [0.071, -0.565, -2.593], [-2.155, 3.717, 3.715], [1.042, 2.610, -5.158], [-6.265, -0.505, 6.737], [2.017, -0.764, -4.437], [2.180, 1.206, 5.065], [1.094, -4.881, 2.536], [2.267, -1.454, 2.504], [2.245, -5.363, 3.363], [0.262, 0.230, -5.169], [5.185, 0.297, 3.476], [3.547, -6.054, 5.537], [-3.529, -1.415, 0.005], [4.149, 0.464, 2.378], [-5.430, 0.557, 0.077], [-5.232, 3.903, -0.390], [5.100, -4.062, 4.327], [1.087, -6.663, 1.347], [-2.596, -0.919, -2.888], [-0.383, -5.226, 0.696], [-6.428, 0.664, 4.930], [-1.703, 3.075, -4.174]]}

No. 4
{"formula": "AlH8O4", "method": "ωB97M-V/def2-TZVPD", "gap_ha": [0.3808, 0.1966], "relative_energy_kcal_mol": 0.0, "total_charge": 2, "largest_force_ev_per_a": 1.503, "multiplicity": 2, "e_tot_ha": -547.436987, "lumo_energy_ev": [-9.73, -14.60], "symbols": ["O", "H", "O", "H", "H", "H", "H", "O", "H", "H", "O", "Al", "H"], "xyz": [[11.446, -27.368, 0.118], [13.975, -26.054, 5.147], [12.156, -29.783, 4.357], [12.081, -26.899, -0.423], [11.286, -28.186, -0.354], [12.442, -29.554, 5.241], [8.184, -25.596, 3.913], [13.891, -26.555, 4.336], [8.492, -26.389, 5.165], [14.720, -27.026, 4.258], [8.897, -26.040, 4.371], [11.277, -27.230, 3.107], [12.185, -30.739, 4.336]]}